Entry 1:
Molecular formula: C28H43HfNPS3
Method: DFT, ωB97M-V/def2-TZVPD

Last column: Mulliken charge in e.
Atoms and positions in Å:
1 Hf 0.41682 -0.67013 0.64026  -0.63
2 C 0.18457 -4.92652 -0.71071  -0.55
3 C -0.65203 -4.76426 0.55170  -0.87
4 S -0.75830 -3.07770 1.29526  0.32
5 C 0.24278 -3.17117 2.83413  -1.31
6 C 1.73651 -3.35550 2.64474  -0.30
7 S 2.53469 -1.94125 1.78266  0.02
8 C 3.41242 -2.70567 0.36352  -0.72
9 C 2.52217 -3.25498 -0.75303  0.25
10 S 1.98628 -4.99067 -0.45070  -0.07
11 H -0.05333 -4.18250 -1.46992  0.12
12 H -0.05229 -5.90704 -1.12744  0.51
13 H -0.29636 -5.40952 1.35474  0.51
14 H -1.69204 -5.01556 0.34236  0.58
15 H -0.15720 -3.99371 3.42843  0.59
16 H 0.02237 -2.24292 3.37471  0.41
17 H 1.96476 -4.24046 2.05845  0.25
18 H 2.22238 -3.44307 3.61753  0.56
19 H 4.06074 -3.48118 0.77369  0.57
20 H 4.06341 -1.91313 -0.00729  0.35
21 H 3.08970 -3.27103 -1.68336  0.57
22 H 1.62679 -2.63599 -0.90851  -0.67
23 C 1.02618 2.64976 2.92273  -1.27
24 C 2.06370 2.83163 1.81188  0.57
25 C 2.12892 4.28114 1.33710  -1.50
26 P 1.64939 1.64833 0.44256  0.47
27 C 3.13905 1.13140 -0.54076  0.52
28 C 2.62839 0.27760 -1.70939  -1.44
29 C 4.04368 2.27129 -1.00934  -1.49
30 C 0.42583 2.33626 -0.71914  0.40
31 C 0.64016 3.49143 -1.46713  -0.57
32 C -0.34620 4.01284 -2.30297  0.11
33 C -0.10433 5.25381 -3.10354  -1.65
34 C -1.57740 3.35455 -2.33951  -1.08
35 C -1.80742 2.19733 -1.61971  -0.73
36 C -0.80019 1.64928 -0.82952  0.47
37 N -0.93572 0.41479 -0.17072  1.46
38 C -2.18842 -0.26933 -0.04395  -1.02
39 C -2.61531 -1.14429 -1.06511  1.03
40 C -1.71711 -1.44469 -2.23994  -1.27
41 C -3.88348 -1.68298 -0.96735  -1.02
42 C -4.72652 -1.39005 0.11078  0.52
43 C -6.10921 -1.95352 0.16683  -1.58
44 C -4.24027 -0.58713 1.14697  -1.14
45 C -2.97888 -0.02880 1.09653  0.92
46 C -2.43649 0.83674 2.20753  -0.87
47 H 1.28982 3.27977 3.77231  0.54
48 H 0.98462 1.61718 3.28420  0.26
49 H 0.03278 2.95476 2.58592  0.25
50 H 3.04669 2.50840 2.16804  0.57
51 H 1.15299 4.63319 1.00499  0.38
52 H 2.85611 4.43041 0.54061  0.31
53 H 2.43821 4.90446 2.17702  0.51
54 H 3.71751 0.50672 0.15042  0.39
55 H 2.29725 0.90686 -2.53504  0.38
56 H 1.74845 -0.35220 -1.43322  0.59
57 H 3.40868 -0.38502 -2.08413  0.49
58 H 3.54262 2.91034 -1.73554  0.27
59 H 4.92954 1.85513 -1.49135  0.48
60 H 4.38701 2.87366 -0.17003  0.42
61 H 1.58125 4.02021 -1.39521  0.47
62 H 0.95723 5.41758 -3.27854  0.40
63 H -0.49489 6.12706 -2.57533  0.34
64 H -0.61622 5.20533 -4.06342  0.43
65 H -2.37229 3.76091 -2.95332  0.49
66 H -2.76958 1.70114 -1.67560  0.59
67 H -0.66144 -1.50973 -1.93456  0.17
68 H -1.78156 -0.65745 -2.99424  0.33
69 H -1.99786 -2.38122 -2.71815  0.55
70 H -4.24250 -2.33578 -1.75519  0.55
71 H -6.53653 -2.03860 -0.83097  0.44
72 H -6.76099 -1.34084 0.78613  0.42
73 H -6.09512 -2.95734 0.59940  0.30
74 H -4.87416 -0.39072 2.00381  0.52
75 H -3.03997 0.74857 3.10792  0.56
76 H -2.43115 1.88797 1.91080  0.31
77 H -1.39966 0.55582 2.46623  -0.03

Cartesian forces (eV/Å) of the 2 atoms listed first:
-1.35 -1.75 0.23
0.36 0.02 0.25

total charge	+3
highest occupied orbital energy	-16.6	eV
HOMO-LUMO gap	0.211	Eh


Entry 2:
Molecular formula: C28H43IN6O4P3S
Method: DFT, ωB97M-V/def2-TZVPD

Last column: Mulliken charge in e.
Atoms and positions in Å:
1 C -1.38255 3.82071 -0.13246  -0.24
2 C -1.00844 2.72196 0.21241  -2.17
3 C -0.40231 1.37682 0.53404  2.03
4 P 0.83109 1.83916 1.94234  0.78
5 C 0.02362 2.35322 3.51430  -0.68
6 O 1.58666 3.30426 1.52494  -0.56
7 N 0.44737 0.83050 -0.60563  0.51
8 C 1.68014 1.56836 -0.94438  -0.50
9 C 3.04268 1.16450 -0.31319  -1.26
10 C 3.12108 -0.09622 0.58401  -0.18
11 N 4.04189 0.19069 1.71586  -0.34
12 C 3.85303 -0.83317 2.79272  -1.18
13 C 3.32529 -0.18547 4.09667  0.74
14 C 2.19659 -0.74832 4.77467  -0.72
15 C 1.72436 -0.12276 5.94922  -0.70
16 C 2.30642 1.03179 6.51452  -0.46
17 C 3.41421 1.60588 5.85015  -0.53
18 C 3.88544 0.97734 4.67790  0.65
19 O 4.96304 1.58887 4.02433  -0.57
20 C -0.33755 0.39673 -1.84929  -2.44
21 I -0.70779 2.05526 -3.25277  0.24
22 N 0.49900 -0.62422 -2.47223  0.12
23 C 0.79877 -0.52615 -3.73107  0.71
24 C -0.07716 -1.00227 -4.91910  -0.90
25 C 2.18460 -0.04578 -4.25329  -1.41
26 C -1.69870 -0.35504 -1.51026  0.77
27 C -1.65207 -1.92543 -1.49989  -1.16
28 C -1.91067 -2.68871 -2.79910  -0.03
29 C -0.91521 -3.63523 -3.20167  -1.12
30 C -1.02031 -4.43539 -4.34869  -0.73
31 C -2.14781 -4.33331 -5.19470  -0.62
32 C -3.15353 -3.40325 -4.82137  -0.78
33 C -3.04014 -2.60799 -3.65390  1.48
34 C -4.21411 -1.66881 -3.32261  -1.11
35 N -2.36461 0.07458 -0.24679  0.31
36 P -3.78492 0.95670 -0.63807  0.30
37 N -3.65955 2.20932 -1.59262  -0.71
38 C -1.52018 0.31335 0.89854  -0.40
39 N -0.92920 -0.92271 1.46268  -0.29
40 P -2.66739 0.69281 2.37840  0.24
41 O -1.96780 0.17032 3.80640  -0.50
42 O -3.20899 2.23337 2.43746  -0.41
43 S -4.22186 -0.50442 2.39853  -0.34
44 H -2.02782 4.69730 -0.15701  0.43
45 H 0.62762 3.14829 4.01133  0.54
46 H -0.99895 2.76633 3.45800  0.29
47 H 0.10934 1.49613 4.21766  0.14
48 H 2.27981 3.40051 2.20030  0.39
49 H 0.74455 -0.09899 -0.25767  0.34
50 H 1.47971 2.65931 -0.86449  0.39
51 H 1.89389 1.47888 -2.03085  0.32
52 H 3.86029 1.07065 -1.06131  0.45
53 H 3.37578 2.02791 0.30573  0.47
54 H 2.16317 -0.43163 1.05250  0.03
55 H 3.52780 -0.97868 0.03825  0.59
56 H 3.61875 1.02716 2.12800  0.18
57 H 4.84524 -1.29345 2.97390  0.43
58 H 3.15355 -1.64160 2.49744  0.41
59 H 1.70332 -1.65355 4.39094  0.39
60 H 0.85483 -0.57185 6.45856  0.39
61 H 1.90954 1.50200 7.42419  0.40
62 H 3.92044 2.51890 6.20246  0.45
63 H 5.79268 1.16062 4.27870  0.34
64 H -1.13443 -0.73325 -4.70633  0.18
65 H 0.17911 -0.44392 -5.84728  0.48
66 H 0.05659 -2.08239 -5.11947  0.27
67 H 2.90651 -0.00613 -3.41621  0.30
68 H 2.52319 -0.66863 -5.10470  0.50
69 H 2.04590 0.99477 -4.61989  0.29
70 H -2.39275 -0.06795 -2.33076  0.77
71 H -0.71952 -2.35417 -1.06636  0.40
72 H -2.44631 -2.24464 -0.78161  0.54
73 H -0.03159 -3.75783 -2.54810  0.25
74 H -0.21775 -5.16045 -4.56743  0.37
75 H -2.25704 -4.95789 -6.09154  0.40
76 H -4.03290 -3.34369 -5.48145  0.35
77 H -5.06630 -1.94853 -3.97825  0.50
78 H -3.95188 -0.61496 -3.54422  0.22
79 H -4.54927 -1.84505 -2.28336  0.19
80 H -4.65533 0.04184 -1.29785  0.00
81 H -4.54140 1.42258 0.46440  0.19
82 H -4.15831 2.05126 -2.46954  0.27
83 H -0.27580 -0.70111 2.21604  0.07
84 H -0.40585 -1.45989 0.77604  0.46
85 H -2.66157 0.39700 4.45512  0.42
86 H -3.20175 2.58502 3.34392  0.39

Cartesian forces (eV/Å) of the 2 atoms listed first:
-0.84 -0.56 1.27
0.57 -0.69 -0.96

SMILES	C#C[C@]1(P(C)O)[N@H+](CCCNCc2ccccc2O)[C@@](I)(N=C(C)C)[C@@H](Cc2ccccc2C)N([PH2]=N)[C@]1(N)P(O)(O)=S
total charge	+1
highest occupied orbital energy	-10.6	eV
HOMO-LUMO gap	0.258	Eh


Entry 3:
Molecular formula: C28H44BCl2N4O8P
Method: DFT, ωB97M-V/def2-TZVPD

Last column: Mulliken charge in e.
Atoms and positions in Å:
1 C 4.77864 5.51168 -2.59414  -0.80
2 C 3.36364 5.46353 -3.42439  -0.45
3 C 2.88365 3.90919 -3.81344  -0.61
4 C 2.27909 3.27061 -2.42959  -0.47
5 C 1.95785 1.66066 -2.49187  -0.15
6 C 2.65987 0.83655 -1.21708  -0.78
7 C 1.55152 0.18994 -0.18238  -1.41
8 N 0.87451 1.04969 0.68364  1.32
9 B 1.00900 2.55369 0.88390  0.26
10 O -0.04388 3.55140 0.54668  -0.70
11 O 2.33118 3.02516 1.41604  -0.44
12 C 2.32242 2.79530 2.89566  -0.44
13 C -0.17178 0.33795 1.56721  -1.51
14 O -1.40104 0.57995 0.75901  -0.24
15 C -2.36981 1.40878 1.49236  -0.50
16 C -3.24753 0.61661 2.62808  0.82
17 C -3.55289 1.73985 3.82921  -1.29
18 C -4.67899 0.02531 2.08040  0.80
19 C -5.83355 1.15633 1.80518  -1.12
20 C -5.24138 -1.15088 3.12537  -1.10
21 C 0.48847 -1.17662 1.56124  1.81
22 N 1.81657 -1.22465 2.34592  -0.75
23 C 1.67403 -0.64178 3.57986  0.47
24 O 1.52390 0.18351 4.64351  -0.56
25 C -0.52928 -2.37380 2.13531  -0.14
26 C -2.11252 -2.46941 1.60058  0.07
27 C -2.90527 -3.73201 2.33265  -0.76
28 C -2.27727 -4.75895 3.42603  -0.33
29 N -0.84663 -4.64022 3.82498  -0.56
30 C -0.08372 -3.52394 3.19913  -0.32
31 C 1.07901 -1.40303 0.01223  1.49
32 C -0.00905 -1.54461 -1.21710  -0.73
33 N 0.59229 -2.36368 -2.37700  -0.18
34 C 0.41757 -1.64934 -3.69921  -0.39
35 C 2.34791 -2.48947 0.04370  -0.08
36 Cl 4.15143 -1.96155 0.13621  -0.21
37 C 2.13901 -3.99131 -0.01851  0.06
38 C 3.47239 -4.99775 0.04738  -1.00
39 Cl 0.46566 -4.77924 -0.12547  -0.22
40 H 4.57296 5.75222 -1.44422  0.17
41 H 5.31126 4.46357 -2.66322  0.24
42 H 5.47278 6.40718 -2.96966  0.26
43 H 2.55311 5.99261 -2.73951  0.23
44 H 3.46081 6.14081 -4.39585  0.34
45 H 3.81211 3.34855 -4.25635  0.31
46 H 2.00437 4.05979 -4.60150  0.27
47 H 1.26088 3.82384 -2.16244  0.18
48 H 3.04314 3.54810 -1.56441  0.09
49 H 2.36712 1.25168 -3.52634  0.36
50 H 0.78284 1.53735 -2.40417  0.12
51 H 3.43815 1.56027 -0.69146  0.25
52 H 3.32976 0.00092 -1.74455  0.27
53 H 0.01164 4.21489 1.32046  0.27
54 H 2.49144 3.81105 3.49247  0.23
55 H 3.20050 2.05712 3.22216  0.18
56 H 1.26308 2.38104 3.22105  0.15
57 H -0.46741 0.83698 2.58330  0.65
58 H -1.88906 2.37439 1.97728  0.06
59 H -3.15485 1.81698 0.69227  0.10
60 H -2.56744 -0.20469 3.16349  -0.15
61 H -2.58365 1.98591 4.44874  0.27
62 H -4.43708 1.41687 4.53069  0.28
63 H -3.89213 2.77507 3.34290  0.29
64 H -4.47017 -0.51113 1.03628  0.22
65 H -6.74494 0.92162 2.52857  0.30
66 H -5.47071 2.26731 1.87315  0.28
67 H -6.23541 1.00850 0.69697  0.26
68 H -4.30706 -1.59708 3.69859  0.20
69 H -6.06038 -0.71020 3.86543  0.43
70 H -5.69642 -1.99780 2.45103  0.21
71 H -2.58320 -1.74529 0.81191  0.48
72 H -4.04960 -3.88573 2.04787  0.26
73 H -2.92317 -5.63513 3.91618  0.27
74 H 1.06204 -3.45579 3.53565  0.29
75 H -0.21827 -0.47181 -1.65257  -0.15
76 H -1.00240 -2.09283 -0.93067  0.31
77 H -0.00785 -3.23802 -2.46917  0.34
78 H 0.96624 -0.61055 -3.77232  -0.03
79 H 0.93932 -2.34114 -4.51879  0.26
80 H -0.72177 -1.58328 -4.04905  0.23
81 H 4.09954 -4.66558 1.00186  0.26
82 H 3.16832 -6.12749 0.08009  0.31
83 H 4.16915 -4.85829 -0.90325  0.25
84 O -1.90846 -3.65297 -5.92799  -0.53
85 P -0.83459 -3.80320 -7.01810  0.97
86 O -1.51095 -4.10313 -8.36586  -0.60
87 O 0.11050 -4.95883 -6.65007  -0.55
88 O -0.02905 -2.49817 -7.12815  -0.53

Cartesian forces (eV/Å) of the 2 atoms listed first:
-0.17 0.40 0.55
0.05 0.40 -0.07

total charge	-2
highest occupied orbital energy	0.5	eV
HOMO-LUMO gap	0.060	Eh